Record 1
This record from OMol25 describes a molecular structure, C30H35Br2F2N5O4Se2Zr. The level of theory is ωB97M-V with the def2-TZVPD basis set.

Lowest unoccupied orbital energy: -0.442 eV
Orbital gap: 6.91 eV
Energy above the lowest of the compared OMol25 structures with the same formula, charge and spin: 20.0 kcal per mole

Geometry as ORCA input:
```
! wB97M-V def2-TZVPD RIJCOSX def2/J DEFGRID3
* xyz 0 1
H 2.270 -4.874 0.629
Br -0.297 1.370 -6.825
H 1.288 -3.015 -4.549
C 3.193 0.762 -0.142
H -0.349 -0.123 6.536
C 0.150 -4.843 0.275
H -2.817 0.357 2.015
C -0.129 -4.847 1.784
N 0.656 2.034 1.344
H -1.396 -6.788 0.818
H -0.528 5.523 2.455
N 0.332 -0.959 -2.085
H 4.620 2.624 1.970
H 5.185 -0.407 -2.046
C -0.028 0.092 -4.253
H 5.825 1.411 1.518
H 2.697 -0.491 2.067
H 0.378 -6.328 -1.306
O 2.015 0.369 -0.266
N 3.902 1.067 -1.276
C -1.038 2.284 -2.853
C -0.137 0.965 4.701
H -1.236 3.228 -4.773
C -0.438 1.262 -4.932
H 0.983 -6.837 0.281
H 5.897 1.217 -1.930
H 0.555 -5.554 2.261
H 2.185 1.617 -2.341
Se -1.646 -2.391 0.125
C -0.396 3.442 2.958
H 0.538 -1.114 -5.953
N 3.824 0.951 1.033
C 0.496 4.383 0.951
H 0.107 -3.858 2.175
C 1.550 -4.293 0.054
H 2.945 0.125 -2.923
Zr 0.086 -0.375 0.340
C -0.320 -0.172 5.457
H -0.606 -3.968 -1.555
C 0.868 3.105 0.585
O -0.743 1.106 -0.805
H -2.045 -4.521 1.876
C -0.358 -1.412 3.381
C 0.166 -6.310 -0.233
H -1.814 -4.765 -0.558
C -0.654 1.181 -2.104
C 4.905 1.906 1.197
H -0.913 3.548 3.900
H -2.502 1.477 0.851
N -2.426 0.494 1.090
C 5.239 0.499 -1.437
C 3.434 0.280 2.260
H -0.473 -2.378 2.915
C 0.898 -2.113 -4.099
C 0.478 -1.070 -4.875
C -0.141 -0.272 2.604
H 5.090 2.443 0.273
H 3.710 1.698 -3.244
Se 1.937 -2.406 0.591
F 0.026 2.130 5.374
F -0.681 -2.482 5.451
C 0.835 -2.000 -2.701
Br -1.804 3.753 -1.927
H -3.013 -0.021 0.438
C -0.933 -4.131 -0.528
C -0.176 4.545 2.154
C 0.062 2.193 2.534
H 1.362 2.931 -0.366
C 3.138 1.123 -2.516
H 0.695 5.218 0.294
H 5.657 0.226 -0.473
H 3.026 0.986 2.984
H 1.825 -4.376 -0.998
C -0.115 0.079 -2.841
H 1.240 -2.781 -2.074
O -1.449 -5.236 2.140
C -0.458 -1.353 4.758
C -0.926 2.337 -4.246
H 4.318 -0.195 2.691
O -1.059 -6.996 -0.064
C -0.082 0.952 3.312
*
```

Record 2
This record from OMol25 describes 21 unconnected molecules or ions with the total composition C30H35BrCl60O5. The level of theory is ωB97M-V with the def2-TZVPD basis set.

Lowest unoccupied orbital energy: 0.023 eV
Orbital gap: 10.59 eV

Geometry as ORCA input:
```
! wB97M-V def2-TZVPD RIJCOSX def2/J DEFGRID3
* xyz 0 1
Cl -2.914 5.513 -5.960
Cl 4.593 6.895 0.505
Cl -13.552 -6.162 2.594
H -2.138 1.656 6.701
H 2.808 -0.953 -3.723
Cl -2.406 8.157 -7.037
O 0.951 -0.804 -2.964
Cl -0.489 2.597 -4.510
C -12.645 -5.329 3.857
C 1.323 7.032 -3.802
Cl -7.396 -0.277 1.826
Cl 1.023 8.302 -4.992
C 0.935 -6.593 2.019
Cl -2.925 3.495 5.490
O -0.110 -2.561 2.822
H 4.557 1.475 4.443
H 6.505 -6.398 2.087
H -1.981 1.018 -3.641
Cl 1.838 6.216 -0.153
H -0.046 10.629 1.819
C 10.620 -9.171 1.273
H 1.671 -0.515 -0.394
C -2.925 1.800 5.975
C -2.657 5.797 0.875
Cl 4.868 3.897 -5.283
H -7.443 0.214 4.109
H -1.214 -0.821 0.289
Cl 8.656 -5.960 1.267
C -2.381 2.892 -10.213
Cl -2.370 4.619 2.160
Cl -3.187 -9.868 6.747
H -2.393 3.940 -10.468
Cl 3.813 4.122 0.068
H 0.848 -5.148 3.587
Cl -9.578 -0.648 3.704
Cl 2.176 3.472 -6.312
Cl -2.597 0.759 4.591
Cl -0.502 -8.835 7.126
O 2.662 -8.230 2.290
Cl -8.576 2.018 3.148
C -2.144 -8.455 6.616
H 4.228 3.096 -7.385
Cl 5.324 1.738 2.254
Cl -13.087 -5.944 5.449
H 1.357 7.492 -2.824
Cl -6.664 -8.647 5.516
Cl -1.563 7.172 1.045
H 0.066 -0.612 1.427
C 0.167 10.621 0.760
H 9.828 -8.440 1.218
Cl 0.796 9.022 0.345
H 2.324 1.454 -3.493
H -0.764 -2.999 0.046
Br 3.467 -5.803 3.327
Cl 9.905 -10.770 1.063
Cl -0.714 2.318 -10.309
Cl 7.141 10.269 -0.087
C -8.158 0.314 3.304
Cl -2.159 -7.816 4.970
Cl 11.771 -8.824 -0.018
C 2.367 -0.575 -2.827
C -2.088 2.008 -4.069
C -0.182 -1.013 0.466
H -5.408 0.232 0.088
Cl -4.459 1.365 6.734
H -0.569 -5.266 2.597
C -3.268 6.637 -7.263
H 3.777 0.945 -2.729
Cl -3.211 0.426 -0.684
Cl -3.404 2.038 -11.368
H 0.355 0.911 -8.913
C -4.608 0.932 0.269
C -6.467 -8.478 3.773
Cl -2.499 5.017 -0.699
Cl 3.945 1.244 -5.977
Cl -10.910 -5.481 3.586
H -12.900 -4.280 3.817
Cl -2.816 3.040 -2.842
C 3.310 5.700 0.673
H 0.213 -7.327 2.292
Cl 1.361 -0.513 -10.472
H 3.088 5.602 1.726
C 0.312 -3.070 1.766
C 0.498 -5.276 2.583
C 0.637 -0.262 -0.547
C 5.456 10.776 0.042
Cl 4.568 10.369 -1.423
Cl -4.940 -7.680 3.390
H 2.803 -8.085 6.899
H -6.444 -9.467 3.338
H -4.328 6.845 -7.250
Cl 1.358 11.878 0.429
C 2.795 -7.075 7.284
H 2.434 1.250 -1.740
C 2.278 -7.083 2.462
C 1.339 0.486 -9.021
Cl -5.173 2.531 -0.211
O 0.998 -4.252 1.720
Cl 4.695 10.055 1.459
Cl 0.029 5.835 -3.813
Cl -4.204 0.917 1.986
Cl 1.400 -6.240 6.601
Cl -7.831 -7.605 3.077
H 0.950 -6.478 0.956
C 7.251 -5.642 2.290
H 5.436 11.850 0.159
Cl 2.646 -7.163 9.038
C 4.132 1.890 3.541
H 0.514 0.782 -0.342
Cl 2.870 6.246 -4.093
O -1.111 -0.468 -2.152
C 0.103 -2.497 0.432
Cl 11.386 -9.028 2.853
C 3.860 2.951 -6.380
Cl -1.337 10.941 -0.105
Cl 2.670 0.984 3.154
Cl 3.751 3.587 3.854
Cl -2.880 5.924 -8.835
Cl -2.982 2.679 -8.571
Cl 4.317 -6.311 6.825
H -3.672 6.155 0.974
H -2.530 -7.687 7.271
Cl 7.686 -5.744 3.995
C 0.122 -0.505 -1.938
C 2.709 0.858 -2.692
Cl 2.500 1.821 -9.177
Cl -3.128 1.886 -5.491
Cl 1.636 -0.479 -7.575
H 0.918 -2.752 -0.220
Cl 6.552 -4.070 1.917
H 2.781 -1.169 -2.040
*
```

Record 3
This record from OMol25 describes a molecular structure, C30H35BrIrN3O4Se. The level of theory is ωB97M-V with the def2-TZVPD basis set.

Lowest unoccupied orbital energy (spin up / spin down): -10.233 / -12.377 eV
Orbital gap (spin up / spin down): 5.99 / 3.84 eV
Energy above the lowest of the compared OMol25 structures with the same formula, charge and spin: 7.8 kcal per mole

Geometry as ORCA input:
```
! wB97M-V def2-TZVPD RIJCOSX def2/J DEFGRID3
* xyz 3 2
H 0.716 -4.280 5.657
C 0.434 -3.281 5.355
Br 0.021 -2.731 8.095
H -3.732 -3.542 -0.263
C -2.399 -0.245 1.723
H 0.727 -3.662 3.265
Se 0.633 -1.137 -0.929
H -2.318 -0.472 -4.055
C 2.643 -2.674 -3.748
H 5.133 -1.560 -3.124
C 4.557 2.360 -1.845
C 2.093 3.927 -1.708
C 3.222 -1.302 -4.081
C 1.942 -0.242 1.831
C 4.313 -0.839 -3.120
C 3.289 1.760 -1.677
H 3.406 5.571 -1.943
H -0.553 0.188 4.106
H -4.930 -2.538 1.527
H 2.045 -2.673 -2.834
H -2.607 1.750 2.405
C -2.086 0.223 -3.250
H -0.234 3.180 -3.177
H -1.755 -0.372 -2.396
H 3.672 -1.351 -5.073
C 2.078 2.544 -1.610
N 2.934 0.474 -1.533
H 5.464 1.776 -1.897
H -5.602 3.540 3.467
H -0.067 0.757 -3.864
O -5.279 1.615 2.957
C -2.927 -3.808 0.419
H 4.737 0.107 -3.466
C -0.374 2.060 -1.357
C -0.891 2.422 -2.744
C -0.278 -0.781 4.499
H 5.500 4.237 -2.053
C 3.883 -0.664 -1.667
H 2.000 -3.025 -4.553
H -0.921 1.241 -0.895
H -4.267 3.318 2.312
C -2.287 -2.596 1.007
H 3.441 -3.407 -3.619
O -1.011 -2.620 1.084
N 1.057 1.655 -1.415
H -2.179 -4.407 -0.093
C 1.565 0.409 -1.325
H -0.413 2.916 -0.682
N 0.096 -1.710 3.599
Ir 0.342 -1.274 1.622
H -3.351 -4.413 1.225
O -1.104 0.029 1.437
C -1.039 1.239 -3.699
H -1.335 1.638 -4.669
C 0.446 -2.940 4.024
C 4.563 3.709 -1.933
H -6.197 -0.643 2.412
H -1.864 2.900 -2.610
H 4.738 -0.417 -1.037
C -4.426 -1.599 1.708
C -3.129 0.822 2.221
C -0.316 -1.053 5.846
H -4.047 2.892 4.043
H 1.198 4.530 -1.668
C -4.748 2.926 3.208
C 3.330 4.494 -1.866
C 0.050 -2.323 6.292
H -0.626 -0.287 6.541
C -5.140 -0.559 2.203
H -3.014 0.725 -2.971
C -4.501 0.674 2.468
O 2.872 0.396 1.838
H 3.397 -1.546 -1.255
H 2.432 -0.544 -4.160
C -3.024 -1.486 1.469
*
```